Entry 1:
{
  "formula": "C4H7BrN",
  "method": "ωB97M-V with the def2-TZVPD basis set",
  "e_tot_ev": -75782.4136,
  "total_charge": 1,
  "e_above_lowest_kj_mol": 331.09,
  "species": ["C", "C", "C", "C", "N", "Br", "H", "H", "H", "H", "H", "H", "H"],
  "xyz": [[-1.22671, -2.16595, -0.00198], [0.20261, 2.05937, -0.37993], [-1.58976, -0.96063, -0.18376], [1.51817, 0.13480, 0.28444], [0.33296, 0.80496, -0.30143], [-2.87830, 0.21456, -0.12623], [-1.79956, -3.04539, -0.07390], [-0.17155, -2.35696, 0.15293], [1.00748, 2.69169, -0.03537], [-0.75999, 2.54926, -0.68260], [1.41860, -0.08215, 1.35626], [2.31081, 0.89787, 0.25093], [1.63523, -0.74142, -0.25936]],
  "forces_ev_per_angstrom": [[2.47, 0.55, -0.05], [-0.73, -0.66, 0.26], [-0.71, 0.90, 0.05], [-0.56, 3.12, 0.67], [-1.23, -1.09, 1.03], [-0.26, 0.51, -0.22], [-1.23, -0.75, -0.05], [0.29, -0.02, 0.00], [0.29, 0.44, -0.11], [0.90, -0.66, 0.02], [-0.60, -0.04, -0.30], [0.42, -0.83, -0.34], [0.94, -1.46, -0.96]]
}


Entry 2:
{
  "formula": "C16H40F6N8O21PS4",
  "method": "ωB97M-V with the def2-TZVPD basis set",
  "e_tot_ev": -141100.0146,
  "total_charge": -1,
  "e_above_lowest_kj_mol": 0.00,
  "species": ["P", "F", "F", "F", "F", "F", "F", "C", "O", "N", "N", "H", "H", "H", "H", "C", "O", "N", "N", "H", "H", "H", "H", "C", "O", "N", "N", "H", "H", "H", "H", "C", "O", "N", "N", "H", "H", "H", "H", "C", "C", "O", "S", "O", "O", "O", "H", "H", "H", "H", "C", "C", "O", "S", "O", "O", "O", "H", "H", "H", "H", "C", "C", "O", "S", "O", "O", "O", "H", "H", "H", "H", "C", "C", "O", "S", "O", "O", "O", "H", "H", "H", "H", "C", "C", "C", "O", "C", "H", "H", "H", "H", "H", "H", "H", "H"],
  "xyz": [[14.14984, -2.51778, 23.10693], [14.92841, -2.16213, 21.72429], [14.34981, -4.12176, 22.78860], [15.64312, -2.44052, 23.82433], [13.42344, -2.99347, 24.52630], [13.99981, -0.95015, 23.40038], [12.76214, -2.61124, 22.30837], [10.28508, -0.64036, 24.50239], [10.82976, 0.13670, 25.26638], [9.02297, -0.82103, 24.60605], [10.83019, -1.30938, 23.54558], [8.56599, -0.30608, 25.34503], [8.67611, -1.61404, 24.08556], [11.82511, -1.48199, 23.52500], [10.27256, -2.02311, 23.09866], [16.93849, -4.20418, 19.68702], [17.69137, -4.97372, 19.07573], [16.57785, -3.00538, 19.20611], [16.27684, -4.45913, 20.77245], [15.93346, -2.43684, 19.73678], [16.83719, -2.67405, 18.28793], [15.54677, -3.81044, 21.02998], [16.51180, -5.32781, 21.23103], [17.03794, 0.52720, 21.44422], [16.00927, 0.95020, 20.99557], [17.25883, -0.68624, 21.79688], [18.07506, 1.27086, 21.64845], [18.08086, -0.97817, 22.30595], [16.49614, -1.34426, 21.72330], [18.85037, 0.87609, 22.16142], [17.97066, 2.19314, 21.25019], [9.34555, -4.74948, 23.65091], [8.62714, -3.89383, 23.32135], [9.06416, -5.99761, 23.82990], [10.59815, -4.62423, 23.79490], [9.77880, -6.66231, 24.08980], [8.09117, -6.25342, 23.74076], [10.90928, -3.66427, 23.75276], [11.32379, -5.29156, 24.01449], [13.19858, -6.19731, 21.19246], [11.71843, -6.35175, 20.74736], [11.46647, -7.76400, 20.72914], [12.88632, -8.65334, 20.59992], [12.92460, -9.45927, 19.40498], [13.16599, -9.33670, 21.87686], [13.78634, -7.24720, 20.44641], [13.22204, -6.50930, 22.23660], [13.64623, -5.20756, 21.10247], [11.45575, -5.88578, 19.79765], [11.06591, -5.99620, 21.54481], [15.40553, 0.10208, 26.08593], [13.86297, 0.05455, 26.26055], [13.70217, 0.26956, 27.64485], [14.69523, -0.69313, 28.40726], [14.18650, -2.06597, 28.37919], [15.05601, -0.10217, 29.71896], [15.87889, -0.41242, 27.27413], [15.81418, 1.09909, 25.92134], [15.86758, -0.40226, 25.23725], [13.29638, -0.83408, 25.98235], [13.39079, 0.89516, 25.75210], [10.83417, -2.48916, 27.28967], [10.97813, -2.69855, 28.78899], [10.94551, -4.09904, 28.97584], [9.83645, -4.69473, 27.93600], [8.43790, -4.67188, 28.41291], [10.41900, -5.88918, 27.33834], [9.91638, -3.47969, 26.87662], [11.76228, -2.55265, 26.72164], [10.50315, -1.46379, 27.12499], [10.08977, -2.30876, 29.28598], [11.85634, -2.21035, 29.21149], [16.03657, -5.13174, 25.38566], [15.56744, -4.31401, 26.62407], [16.64273, -4.52460, 27.48646], [17.07781, -6.17466, 27.41157], [16.03095, -6.94097, 28.05664], [18.45906, -6.46735, 27.73589], [16.80865, -6.18083, 25.76841], [16.57952, -4.55023, 24.64056], [15.15035, -5.53135, 24.89271], [14.65308, -4.77168, 27.00167], [15.34253, -3.28183, 26.35556], [12.09532, -2.34517, 19.07053], [12.41577, -1.41620, 17.93642], [11.29235, -0.43257, 17.91632], [11.07327, -0.24506, 19.31638], [11.43079, -1.40073, 20.04549], [12.98663, -2.68529, 19.59776], [11.36580, -3.12048, 18.83638], [12.50455, -1.99807, 17.01901], [13.36878, -0.91714, 18.11198], [10.38735, -0.85894, 17.48355], [11.69154, 0.45440, 17.42433], [10.52240, -1.82497, 20.47323], [12.19176, -1.08444, 20.75891]],
  "forces_ev_per_angstrom": [[1.64, -1.00, 1.13], [-0.66, -0.14, -0.70], [0.34, 0.64, 0.32], [-1.11, -0.59, 0.12], [0.48, 1.01, -0.97], [-0.84, -0.51, 0.20], [0.08, 0.11, 0.20], [1.21, 2.24, 2.07], [1.91, 1.08, 0.97], [-4.59, -0.92, 0.12], [2.57, -2.49, -2.90], [-0.27, -0.52, -0.37], [-1.09, 0.14, 0.53], [-0.51, 0.60, 0.05], [0.07, 0.22, -0.26], [1.38, -0.76, -3.62], [-0.08, 0.49, 0.82], [-0.32, 2.28, -1.12], [-0.83, -1.46, 2.78], [0.24, 0.08, -0.35], [0.12, -0.37, 0.37], [0.35, -0.78, 0.62], [-0.54, 0.31, 0.23], [-1.27, 0.57, -0.27], [-2.28, 0.72, -1.36], [-0.08, -5.41, 1.24], [3.09, 3.25, 0.34], [-0.31, 0.02, -0.29], [0.37, 0.18, 0.30], [0.13, 0.94, -0.45], [0.78, 0.01, 0.57], [0.80, -2.94, 0.35], [-4.18, 4.78, -1.40], [-3.27, -4.60, 0.38], [7.36, 3.52, 0.46], [-0.66, 0.04, 0.06], [0.35, -0.43, 0.13], [0.52, -0.31, 0.12], [-0.62, 0.00, 0.15], [-2.16, -1.04, 0.31], [0.07, 0.60, 1.19], [1.48, -1.60, -0.44], [-0.04, 0.72, 1.59], [-0.04, 1.56, 1.18], [-0.70, 1.89, -2.59], [0.77, -2.17, -0.73], [0.22, 0.33, 0.28], [0.10, -0.57, -0.65], [0.23, -0.19, -0.09], [-0.08, 0.35, -0.24], [-0.84, 0.32, -1.62], [0.04, 0.94, -1.80], [-0.50, -0.01, 1.59], [0.71, 0.60, 1.72], [1.18, 2.18, -0.23], [-0.71, -1.54, -3.62], [0.66, -1.83, 3.31], [-0.50, 0.53, 0.63], [-0.69, -0.83, 0.08], [0.60, -0.20, -0.23], [-0.06, -0.16, 0.10], [0.99, 1.14, 0.52], [-0.53, 1.14, -0.14], [-0.77, -1.36, -0.51], [-1.15, -0.66, -0.79], [3.43, -0.35, -0.47], [-1.18, 1.72, 1.24], [-0.37, -0.61, 0.17], [0.18, -0.51, 0.14], [-0.63, -0.19, -0.30], [-0.05, 0.31, 0.05], [0.13, -0.63, -0.05], [-2.44, 1.92, -1.62], [-0.33, -1.47, -1.75], [1.95, -1.40, 1.87], [-1.34, 0.70, -0.68], [1.34, 0.97, -0.75], [-2.06, 1.14, -0.75], [2.25, -2.26, 2.85], [0.07, 0.26, 0.25], [-0.08, 0.05, -0.15], [-0.03, 0.07, 0.32], [0.67, 0.00, 0.40], [-0.15, 0.05, 1.05], [0.78, -1.35, -1.24], [0.59, -0.51, 1.03], [-0.69, 1.47, -0.55], [0.25, 0.58, 0.02], [-0.04, -0.75, -0.46], [0.47, -0.33, -0.37], [0.12, 0.19, -0.28], [-0.04, 0.12, 0.03], [-0.08, 0.26, -0.47], [-0.83, 0.40, 0.17], [0.16, -0.01, 0.50], [-0.60, 0.00, 0.43]]
}


Entry 3:
{
  "formula": "C39H68Cl3GeN2O3S5SbSi3Ti",
  "method": "ωB97M-V with the def2-TZVPD basis set",
  "e_tot_ev": -252218.8374,
  "e_above_lowest_kj_mol": 297.46,
  "species": ["Ti", "S", "C", "S", "C", "C", "S", "S", "S", "Cl", "C", "C", "C", "Cl", "C", "O", "C", "Cl", "C", "H", "H", "C", "C", "C", "C", "Ge", "C", "C", "C", "C", "H", "H", "H", "H", "H", "H", "H", "H", "H", "H", "H", "H", "H", "H", "H", "H", "H", "H", "H", "C", "C", "C", "O", "H", "H", "H", "H", "H", "H", "C", "Si", "C", "C", "Sb", "Si", "C", "C", "C", "Si", "C", "C", "C", "H", "H", "H", "H", "H", "H", "H", "H", "H", "H", "H", "H", "H", "H", "H", "H", "H", "H", "H", "H", "H", "H", "H", "H", "H", "H", "H", "C", "C", "N", "C", "C", "C", "O", "C", "C", "C", "C", "N", "C", "H", "H", "H", "H", "H", "H", "H", "H", "H", "H", "H", "H", "H", "H"],
  "xyz": [[0.19050, -0.55784, 0.03878], [3.47627, -6.57539, -3.06751], [2.80299, -5.24230, -2.39684], [1.98952, -4.01440, -3.31492], [1.57736, -2.97738, -1.97066], [1.97761, -3.38183, -0.75849], [1.76296, -2.42589, 0.66421], [2.81707, -4.91725, -0.69425], [0.73617, -1.48326, -2.19628], [-6.50832, -0.79370, -2.71891], [-4.86957, -0.44229, -2.27819], [-4.11194, -1.40044, -1.63835], [-2.82100, -1.08223, -1.26618], [-1.83261, -2.27327, -0.49071], [-2.23822, 0.17992, -1.46522], [-1.05120, 0.49886, -0.96254], [-3.01016, 1.06373, -2.24573], [-2.29496, 2.51517, -2.83721], [-4.30949, 0.77458, -2.62102], [-4.51573, -2.38288, -1.43486], [-4.87819, 1.50062, -3.18528], [-4.73931, -1.51986, 5.31217], [-3.83996, -2.68703, 4.91058], [-2.44752, -2.24489, 4.45710], [-2.47452, -1.39358, 3.18705], [-0.68146, -1.43452, 2.28677], [0.57589, -1.00853, 3.77882], [0.43916, 0.46561, 4.18213], [1.31074, 0.86723, 5.37611], [0.73705, 0.36616, 6.69990], [-5.70642, -1.88029, 5.66581], [-4.91588, -0.85321, 4.46569], [-4.27772, -0.93928, 6.11545], [-4.31386, -3.24899, 4.09998], [-3.73367, -3.36748, 5.75975], [-1.84003, -3.13759, 4.27816], [-1.96934, -1.68122, 5.26628], [-2.78329, -0.37344, 3.42289], [-3.21684, -1.80241, 2.49149], [-0.60866, -2.99491, 2.28561], [1.60389, -1.20540, 3.45501], [0.36889, -1.66066, 4.62843], [-0.60959, 0.68106, 4.42345], [0.68814, 1.08147, 3.31301], [1.40221, 1.95725, 5.41786], [2.31512, 0.45211, 5.24046], [-0.27107, 0.75895, 6.85360], [1.35638, 0.67714, 7.54222], [0.67619, -0.72346, 6.71221], [3.33121, 1.27975, 1.93726], [2.76659, 0.56647, 0.77028], [3.70743, -0.06792, -0.17082], [1.53948, 0.49983, 0.61698], [4.02146, 0.60960, 2.45425], [2.55079, 1.59893, 2.62167], [3.90679, 2.14827, 1.60792], [4.40679, 0.68101, -0.55510], [3.18122, -0.54825, -0.99226], [4.28556, -0.82271, 0.36653], [4.64766, 0.83472, -3.61150], [3.64568, 2.37586, -3.16751], [3.60055, 3.48581, -4.69194], [4.61186, 3.39218, -1.89432], [1.22842, 1.75820, -2.38683], [0.33345, 1.19034, -4.78248], [-1.21554, 0.13038, -4.88668], [1.75065, 0.19012, -5.51316], [0.08944, 2.77678, -5.77900], [0.60781, 4.09915, -1.29409], [-1.11093, 4.63599, -0.76669], [1.65919, 3.97017, 0.26840], [1.29830, 5.42536, -2.44597], [5.68682, 0.92223, -3.28257], [4.65494, 0.68932, -4.69295], [4.23313, -0.07378, -3.16772], [4.61779, 3.67125, -5.05535], [3.14748, 4.45203, -4.46309], [3.03161, 3.03592, -5.50569], [5.65298, 3.48807, -2.21615], [4.61606, 2.95892, -0.89007], [4.19935, 4.39928, -1.81729], [-1.33293, -0.50744, -4.00917], [-1.12339, -0.52871, -5.75491], [-2.12431, 0.72200, -5.00398], [2.11015, -0.54520, -4.78956], [2.58903, 0.82734, -5.80057], [1.42425, -0.35646, -6.40291], [-0.14183, 3.63097, -5.14111], [-0.72566, 2.66016, -6.49940], [0.99546, 3.00746, -6.34231], [-1.75853, 3.79395, -0.51803], [-1.59891, 5.20857, -1.55830], [-1.04093, 5.26608, 0.12469], [1.38441, 3.06020, 0.80669], [1.50076, 4.82138, 0.93710], [2.72366, 3.91776, 0.02767], [0.93616, 5.29326, -3.46732], [2.38860, 5.39004, -2.46903], [1.00370, 6.42524, -2.10792], [-4.70263, 4.32884, 5.60395], [-3.23629, 4.04312, 5.30255], [-2.60454, 5.05362, 4.46228], [-2.32686, 6.35969, 5.06091], [-3.28399, 7.44074, 4.57138], [-2.15576, 4.84667, 3.19804], [-1.50585, 5.68367, 2.58737], [-2.48687, 3.52934, 2.55536], [-3.78550, 3.16806, 2.22757], [-4.00310, 1.93265, 1.63953], [-2.91225, 1.10838, 1.40898], [-1.65414, 1.47396, 1.65060], [-1.46028, 2.66926, 2.20156], [-5.13006, 3.49648, 6.16501], [-5.27591, 4.45452, 4.68454], [-4.81286, 5.23180, 6.20636], [-3.14404, 3.07407, 4.81830], [-2.68168, 3.98719, 6.24320], [-1.30982, 6.64173, 4.79061], [-2.38896, 6.25422, 6.14424], [-3.18068, 7.56535, 3.49416], [-3.04972, 8.39173, 5.05257], [-4.32006, 7.18639, 4.79878], [-4.61004, 3.83637, 2.44633], [-4.99700, 1.60165, 1.36868], [-3.06559, 0.10743, 1.02889], [-0.43102, 2.95879, 2.39118]],
  "forces_ev_per_angstrom": [[-1.29, -2.02, -2.52], [0.01, -0.03, -0.02], [0.01, 0.00, 0.00], [-0.04, -0.02, 0.08], [-0.27, 0.05, -0.19], [0.28, -0.18, 0.14], [-0.70, 0.06, 0.27], [0.00, 0.07, -0.03], [0.21, 0.03, 0.11], [-0.01, 0.00, -0.01], [0.02, 0.02, -0.12], [-0.01, -0.24, 0.09], [0.12, 0.26, -0.09], [-0.44, -0.29, 0.31], [-0.16, -0.03, -0.25], [-0.97, -0.68, 0.00], [0.15, -0.18, 0.13], [-0.16, 0.16, 0.10], [-0.04, 0.09, 0.01], [0.02, 0.02, 0.02], [0.03, -0.01, -0.02], [0.04, -0.13, -0.05], [0.04, 0.19, 0.08], [-0.01, -0.07, -0.16], [0.00, 0.47, -0.17], [-0.04, -1.29, 1.45], [-0.02, 0.64, -0.23], [0.17, -0.24, 0.12], [-0.20, -0.06, 0.03], [0.09, 0.00, -0.07], [-0.01, 0.06, 0.01], [-0.01, 0.03, 0.04], [-0.03, 0.02, -0.02], [0.01, -0.05, 0.04], [-0.04, -0.04, -0.03], [0.03, 0.01, 0.08], [0.04, -0.06, -0.01], [-0.04, -0.04, 0.01], [0.04, 0.02, -0.03], [-0.03, 0.04, -0.20], [-0.02, -0.07, 0.04], [-0.05, -0.10, -0.10], [0.02, 0.08, -0.05], [-0.10, 0.06, 0.02], [0.05, 0.00, -0.01], [0.03, 0.10, -0.02], [0.01, 0.00, 0.02], [-0.03, -0.03, 0.02], [-0.01, 0.01, 0.03], [-0.18, 0.15, 0.29], [0.72, -0.06, 0.19], [-0.08, -0.09, -0.49], [2.04, 1.99, 1.49], [0.02, -0.01, -0.05], [0.02, 0.05, -0.01], [0.00, -0.04, -0.09], [-0.01, 0.06, 0.12], [0.00, 0.03, -0.02], [0.01, 0.05, 0.06], [-0.13, -0.14, 0.17], [-0.28, 0.43, -0.33], [0.15, -0.01, -0.01], [-0.07, -0.16, 0.13], [0.36, 0.79, -0.13], [0.29, 0.33, 0.06], [-0.04, -0.05, 0.22], [-0.01, -0.02, 0.03], [-0.08, -0.12, -0.06], [0.58, -0.07, -0.58], [-0.15, -0.32, -0.02], [0.01, 0.02, 0.01], [-0.08, 0.22, 0.28], [-0.03, 0.07, 0.00], [-0.02, 0.01, 0.02], [0.03, 0.00, -0.03], [-0.03, -0.01, 0.01], [-0.02, -0.04, 0.00], [0.04, 0.00, 0.01], [-0.03, -0.04, -0.04], [0.04, 0.02, -0.02], [0.00, -0.02, 0.03], [0.00, -0.04, -0.06], [0.04, 0.04, 0.01], [0.07, 0.03, -0.01], [0.00, -0.01, -0.03], [-0.02, -0.03, 0.02], [-0.03, 0.05, 0.01], [-0.01, -0.01, -0.02], [0.02, 0.00, 0.03], [-0.02, 0.06, 0.04], [0.01, 0.05, 0.05], [-0.01, -0.05, -0.01], [0.13, 0.02, -0.04], [-0.03, 0.04, 0.05], [-0.04, 0.00, -0.05], [-0.04, -0.02, 0.00], [-0.02, -0.01, 0.03], [-0.03, 0.00, -0.05], [0.03, -0.02, -0.03], [0.06, 0.00, 0.03], [-0.11, -0.01, -0.04], [0.01, 0.03, 0.06], [-0.10, 0.12, -0.20], [0.03, -0.02, 0.04], [0.03, -0.03, 0.05], [0.02, -0.03, 0.01], [-0.09, 0.12, -0.08], [-0.02, -0.06, 0.07], [0.02, 0.04, -0.05], [-0.06, 0.19, -0.05], [0.02, 0.07, 0.15], [0.19, -0.09, 0.01], [-0.01, 0.03, 0.01], [0.00, 0.00, 0.02], [-0.03, 0.00, -0.04], [0.05, -0.01, 0.00], [0.06, -0.02, -0.03], [0.05, -0.03, 0.09], [0.02, -0.07, 0.00], [-0.01, 0.01, 0.01], [-0.02, -0.01, -0.03], [0.01, 0.01, 0.00], [0.00, -0.02, -0.02], [0.00, 0.00, 0.04], [0.03, 0.02, -0.08], [-0.02, 0.00, 0.00]]
}